Model one:
ORCA calculation (ωB97M-V/def2-TZVPD) on a 2-piece molecular cluster, C4H13NOS2 overall.

## Properties
LUMO energy	0.730	eV
M	155.29	g mol⁻¹

Last column: Löwdin charge in e.
Element x y z (Å)
C (-2.691, -1.197, 2.753)  -0.491
S (-2.089, -2.318, 1.504)  0.410
S (-0.423, -1.483, 0.909)  0.412
C (-0.759, -0.229, -0.360)  -0.499
C (0.281, 1.005, -0.389)  -0.402
C (0.337, 1.612, 1.193)  -0.100
N (1.684, 0.716, -0.844)  -0.034
H (-2.006, -1.223, 3.646)  0.055
H (-3.035, -0.254, 2.264)  0.049
H (-3.496, -1.791, 3.155)  0.005
H (-0.603, -0.916, -1.259)  0.063
H (-1.893, -0.110, -0.318)  0.080
H (-0.099, 1.837, -1.049)  0.122
H (0.149, 0.932, 2.057)  0.025
H (-0.395, 2.425, 1.486)  0.063
H (1.334, 2.118, 1.391)  0.062
H (2.403, 1.141, -0.255)  0.039
H (2.037, -0.388, -0.723)  0.144
O (3.159, -0.264, -4.892)  -0.101
H (2.436, -0.895, -4.656)  0.046
H (3.669, -0.716, -5.613)  0.050

***

Model two:
ORCA calculation (ωB97M-V/def2-TZVPD) on a 4-piece molecular cluster, C4H13NOS2 overall.

## Properties
LUMO energy	-2.898	eV
M	155.29	g mol⁻¹

Last column: Löwdin charge in e.
Element x y z (Å)
S (4.559, 0.028, -0.450)  0.140
S (-3.035, -1.454, -0.009)  0.660
C (-1.832, -0.700, 1.145)  -0.641
C (-0.959, 0.513, 0.676)  -0.226
N (0.468, 0.123, 0.262)  -0.034
C (1.830, 0.613, 0.621)  -0.316
C (2.034, 2.091, 0.299)  -0.139
H (-1.396, -2.598, -0.608)  0.190
H (-1.179, -1.512, 1.448)  0.034
H (-2.426, -0.371, 2.027)  0.064
H (-1.074, 1.358, 1.444)  0.128
H (-1.542, 0.844, -0.187)  0.078
H (0.476, -0.824, -0.038)  0.072
H (2.281, 0.295, 1.563)  0.101
H (2.663, 0.130, -0.001)  -0.111
H (1.335, 2.755, 0.842)  0.070
H (2.025, 2.247, -0.808)  0.091
H (3.024, 2.428, 0.736)  0.076
H (-2.477, -2.293, -3.799)  0.076
H (-2.611, -1.869, -2.181)  -0.187
O (-2.162, -1.804, -2.982)  -0.126

***

Q: Which of them is the most stable? A: model one.